# C11H22N2O3

A single C11H22N2O3 molecule at a distorted geometry (ωB97M-V/def2-TZVPD, the OMol25 dataset).

HOMO = -9.058 eV
multiplicity = 1
ΔE to the lowest compared entry with this formula, charge and spin = 402.3 kJ/mol
LUMO = 0.58 eV

CARTESIAN COORDINATES (ANGSTROEM)
C (2.298, -3.036, -0.104)
C (1.599, -1.953, 0.807)
C (1.394, -2.380, 2.305)
C (2.330, -0.722, 0.877)
C (2.185, -0.025, -0.495)
N (3.007, 1.036, -0.678)
C (0.780, 0.210, -0.964)
O (0.109, -0.535, -1.673)
N (-0.009, 1.158, -0.257)
C (-1.262, 1.547, -0.683)
C (-1.512, 3.139, -0.750)
O (-2.140, 3.640, -1.592)
O (-0.822, 3.869, 0.117)
C (-2.655, 1.002, -0.019)
C (-3.885, 1.629, -0.583)
C (-2.662, -0.513, -0.254)
H (3.286, -3.401, 0.389)
H (2.335, -2.916, -1.187)
H (1.718, -4.040, 0.093)
H (0.584, -1.833, 0.407)
H (0.633, -1.771, 2.830)
H (2.308, -2.592, 2.764)
H (0.838, -3.375, 2.297)
H (3.380, -0.896, 1.238)
H (1.905, -0.118, 1.703)
H (2.344, -0.719, -1.312)
H (3.045, 1.415, -1.552)
H (4.013, 0.829, -0.593)
H (0.389, 1.835, 0.210)
H (-1.359, 1.127, -1.730)
H (-1.093, 4.880, -0.026)
H (-2.433, 1.214, 1.026)
H (-3.995, 2.750, -0.492)
H (-3.899, 1.301, -1.631)
H (-4.733, 1.215, -0.006)
H (-2.147, -1.031, 0.637)
H (-2.263, -1.017, -1.106)
H (-3.613, -0.923, -0.014)



# C4H5CsNaO7

A molecular structure, C4H5CsNaO7 at a distorted geometry (ωB97M-V/def2-TZVPD, the OMol25 dataset).

HOMO = -2.406 eV
multiplicity = 1
ΔE to the lowest compared entry with this formula, charge and spin = 0.0 kJ/mol
LUMO = 0.94 eV
total charge = -1

CARTESIAN COORDINATES (ANGSTROEM)
O (0.582, 6.115, -0.930)
C (0.859, 5.332, 0.014)
O (0.670, 5.572, 1.232)
O (1.403, 4.151, -0.356)
C (0.794, 2.942, 0.096)
O (-0.531, 1.253, -0.959)
C (1.099, -3.753, 2.177)
C (0.622, 1.988, -1.086)
O (1.613, -3.821, 1.038)
O (-0.131, -3.643, 2.406)
Na (-0.188, 7.607, 0.622)
Cs (-1.268, -3.197, -1.018)
H (-0.189, 3.163, 0.542)
H (1.423, 2.473, 0.869)
H (0.646, 2.611, -2.012)
H (1.542, 1.359, -1.137)
O (1.942, -3.922, 3.228)
H (1.873, -3.144, 3.794)



# C4H5ClS2

2 unconnected molecules or ions with the total composition C4H5ClS2 at a distorted geometry (ωB97M-V/def2-TZVPD, the OMol25 dataset).

HOMO (spin up / spin down) = -8.398 / -8.398 eV
multiplicity = 1
ΔE to the lowest compared entry with this formula, charge and spin = 269.4 kJ/mol
LUMO (spin up / spin down) = -0.54 / -0.54 eV

CARTESIAN COORDINATES (ANGSTROEM)
C (2.100, 1.966, 0.900)
C (1.578, 2.769, 0.179)
C (0.318, -0.733, -0.984)
C (-0.945, -0.230, -0.422)
S (-0.414, 0.761, -3.408)
S (0.863, -0.380, -2.508)
Cl (0.823, 3.848, -0.782)
H (2.593, 1.283, 1.522)
H (0.947, -1.398, -0.417)
H (-1.229, 0.699, -0.919)
H (-0.860, -0.069, 0.649)
H (-1.745, -0.953, -0.600)



# H2NO4P

A single H2NO4P molecule at a distorted geometry (ωB97M-V/def2-TZVPD, the OMol25 dataset).

HOMO (spin up / spin down) = -9.786 / -9.739 eV
multiplicity = 1
ΔE to the lowest compared entry with this formula, charge and spin = 0.0 kJ/mol
LUMO (spin up / spin down) = -1.17 / -1.15 eV

CARTESIAN COORDINATES (ANGSTROEM)
O (-0.471, -1.173, -1.895)
N (0.393, -0.408, -1.532)
P (0.389, -0.055, 0.193)
O (1.121, -1.091, 0.913)
O (0.936, 1.435, 0.298)
O (-1.158, 0.079, 0.597)
H (0.316, 2.014, 0.745)
H (-1.527, -0.801, 0.681)



# CBr2OS

A single CBr2OS molecule at a distorted geometry (ωB97M-V/def2-TZVPD, the OMol25 dataset).

HOMO = -9.486 eV
multiplicity = 1
ΔE to the lowest compared entry with this formula, charge and spin = 435.7 kJ/mol
LUMO = -1.35 eV

CARTESIAN COORDINATES (ANGSTROEM)
O (0.633, -1.269, -0.091)
C (-0.061, 0.332, -0.350)
Br (0.352, 1.115, -1.923)
S (-0.731, 1.080, 0.978)
Br (-0.846, -0.505, 2.404)



# C34H69BF4N8

6 unconnected molecules or ions with the total composition C34H69BF4N8 at a distorted geometry (ωB97M-V/def2-TZVPD, the OMol25 dataset).

HOMO = -17.954 eV
multiplicity = 1
LUMO = -7.47 eV
total charge = +4

CARTESIAN COORDINATES (ANGSTROEM)
C (-1.990, 4.140, 4.442)
C (-2.369, 5.410, 3.707)
N (-3.024, 4.964, 2.410)
C (-3.984, 5.704, 1.777)
C (-4.469, 4.952, 0.745)
N (-3.650, 3.808, 0.670)
C (-2.851, 3.801, 1.750)
C (-3.791, 2.729, -0.296)
H (-1.629, 4.249, 5.475)
H (-1.185, 3.628, 3.907)
H (-2.838, 3.480, 4.594)
H (-1.502, 6.032, 3.532)
H (-3.144, 5.972, 4.253)
H (-4.339, 6.673, 2.100)
H (-5.083, 5.262, -0.097)
H (-2.097, 3.047, 2.030)
H (-2.949, 2.106, -0.232)
H (-3.834, 3.135, -1.303)
H (-4.761, 2.222, -0.134)
C (2.220, 2.540, 3.440)
C (3.200, 2.648, 2.191)
N (2.762, 3.754, 1.296)
C (1.718, 3.694, 0.441)
C (1.640, 4.976, -0.117)
N (2.595, 5.739, 0.438)
C (3.256, 5.013, 1.299)
C (3.039, 7.077, -0.056)
H (1.206, 2.370, 2.990)
H (2.288, 3.450, 4.030)
H (2.498, 1.660, 4.038)
H (3.231, 1.721, 1.591)
H (4.182, 2.999, 2.550)
H (1.044, 2.799, 0.351)
H (1.001, 5.348, -0.892)
H (4.047, 5.368, 1.938)
H (2.192, 7.722, -0.234)
H (3.702, 6.906, -0.908)
H (3.632, 7.513, 0.754)
C (-5.889, -4.029, 1.178)
C (-5.867, -4.008, -0.307)
N (-5.065, -5.174, -0.792)
C (-4.189, -5.066, -1.886)
C (-3.467, -6.206, -1.969)
N (-3.876, -7.008, -0.895)
C (-4.786, -6.360, -0.220)
C (-3.304, -8.331, -0.591)
H (-4.880, -4.115, 1.579)
H (-6.353, -4.895, 1.593)
H (-6.422, -3.169, 1.587)
H (-5.485, -3.132, -0.809)
H (-6.878, -4.155, -0.721)
H (-4.271, -4.228, -2.570)
H (-2.774, -6.652, -2.680)
H (-5.251, -6.643, 0.701)
H (-4.008, -9.118, -0.911)
H (-3.290, -8.504, 0.473)
H (-2.313, -8.514, -0.998)
C (0.232, -1.874, 5.533)
C (0.511, -3.093, 4.712)
C (1.576, -2.876, 3.655)
N (1.427, -3.679, 2.415)
C (1.655, -5.148, 2.807)
C (0.101, -3.501, 1.750)
C (0.370, -3.380, 0.245)
C (1.878, -3.729, 0.087)
C (2.488, -3.292, 1.400)
H (-0.310, -1.125, 4.928)
H (1.121, -1.442, 5.951)
H (-0.432, -2.053, 6.364)
H (-0.420, -3.419, 4.166)
H (0.793, -3.948, 5.310)
H (2.549, -3.171, 4.064)
H (1.545, -1.878, 3.302)
H (1.465, -5.757, 1.969)
H (0.878, -5.438, 3.526)
H (2.673, -5.218, 3.182)
H (-0.508, -4.384, 1.981)
H (-0.395, -2.583, 2.051)
H (-0.214, -4.107, -0.300)
H (0.149, -2.365, -0.084)
H (2.007, -4.809, -0.002)
H (2.418, -3.301, -0.749)
H (3.409, -3.793, 1.655)
H (2.618, -2.183, 1.440)
C (1.536, 2.850, -7.748)
C (1.357, 2.367, -6.324)
C (2.743, 2.374, -5.596)
N (3.012, 1.377, -4.528)
C (4.285, 1.715, -3.803)
C (3.169, -0.020, -5.059)
C (2.952, -0.919, -3.841)
C (2.221, -0.091, -2.811)
C (1.838, 1.180, -3.505)
H (2.103, 2.190, -8.394)
H (1.995, 3.811, -7.794)
H (0.550, 2.890, -8.218)
H (0.871, 1.383, -6.438)
H (0.683, 3.061, -5.776)
H (3.001, 3.371, -5.191)
H (3.420, 2.104, -6.425)
H (4.036, 2.587, -3.187)
H (5.027, 1.956, -4.510)
H (4.636, 0.830, -3.272)
H (4.132, -0.171, -5.544)
H (2.324, -0.131, -5.789)
H (3.870, -1.385, -3.452)
H (2.314, -1.761, -4.115)
H (2.927, 0.229, -2.046)
H (1.401, -0.614, -2.269)
H (1.807, 2.021, -2.821)
H (0.923, 1.075, -4.088)
B (-0.079, 0.384, 0.999)
F (-1.039, -0.619, 1.047)
F (1.089, -0.083, 1.671)
F (0.366, 0.726, -0.338)
F (-0.652, 1.559, 1.576)



| no. | energy (eV) |
| --- | --- |
| 1 | -20884.3824 |
| 2 | -23527.1097 |
| 3 | -38418.6949 |
| 4 | -19001.0951 |
| 5 | -153999.7575 |
| 6 | -59817.9313 |